1.
This record from OMol25 describes a molecular structure, C36H32ClNO3PbTe at a distorted geometry. The level of theory is wB97M-V/def2-TZVPD.

As for the gap between HOMO and LUMO: 3.6 eV. For the LUMO energy, the calculation gives -0.31961 hartree. The total charge is +2. The spin multiplicity is 1. The maximum force comes out at 1.4 eV/A. For the total energy, the calculation gives -2591.9649 a.u. Its highest occupied orbital energy is -12.3 eV.

Geometry as XYZ:
```
75
Properties=species:S:1:pos:R:3:mulliken_charge:R:1
Pb 0.324 -0.334 -0.244 1.257
C -1.442 4.331 5.253 -1.658
C -0.970 3.216 4.380 0.346
C -0.439 2.042 4.897 -0.536
C -0.041 0.978 4.091 1.568
C 0.594 -0.170 4.810 -0.365
O 1.345 0.072 5.729 -0.614
C 0.293 -1.552 4.397 0.126
C -0.826 -1.904 3.646 0.090
C -1.040 -3.228 3.314 -0.889
C -0.163 -4.212 3.749 -0.507
C 0.935 -3.871 4.524 -0.801
C 1.165 -2.548 4.843 -0.486
C -0.098 1.066 2.690 0.995
O 0.267 0.051 1.918 -0.975
C -0.602 2.299 2.164 -0.118
C -1.036 3.319 2.994 -0.689
C -0.759 2.268 0.715 -0.044
N 0.290 2.048 -0.049 -0.669
C 1.592 2.488 0.439 0.197
C 2.572 2.493 -0.717 -1.214
Te 4.656 2.560 -0.073 0.308
C 4.333 1.405 1.710 -0.050
C 3.741 1.990 2.822 -0.070
C 3.577 1.256 3.982 -0.643
C 3.992 -0.063 4.035 -0.555
C 4.594 -0.649 2.933 -0.473
C 4.772 0.086 1.769 -0.971
C -2.091 2.329 0.141 0.491
C -3.227 2.495 0.947 0.006
C -4.458 2.739 0.369 -1.207
C -4.590 2.787 -1.011 -0.593
C -3.478 2.591 -1.818 -1.060
C -2.242 2.370 -1.253 -0.228
H -1.261 4.114 6.300 0.406
H -2.511 4.501 5.122 0.331
H -0.943 5.266 5.004 0.371
H -0.326 1.924 5.966 0.534
H -1.534 -1.144 3.350 0.613
H -1.909 -3.509 2.736 0.438
H -0.348 -5.247 3.504 0.448
H 1.598 -4.639 4.892 0.440
H 2.010 -2.265 5.453 0.435
H -1.408 4.226 2.539 0.638
H 1.956 1.827 1.233 -0.313
H 1.492 3.489 0.869 0.459
H 2.427 3.356 -1.358 0.590
H 2.444 1.594 -1.318 0.240
H 3.442 3.027 2.791 0.466
H 3.145 1.719 4.855 0.471
H 3.874 -0.623 4.946 0.607
H 4.955 -1.664 2.990 0.466
H 5.323 -0.326 0.933 0.718
H -3.149 2.436 2.021 0.575
H -5.318 2.903 0.998 0.545
H -5.553 2.980 -1.454 0.542
H -3.575 2.642 -2.890 0.515
H -1.364 2.266 -1.873 0.497
O 2.776 -0.757 -0.235 -0.488
H 3.147 -1.510 -0.710 0.238
H 3.248 -0.662 0.615 0.375
Cl -8.891 -0.126 0.107 -0.061
C -7.206 -0.228 0.055 0.618
C -6.542 -0.309 -1.183 -0.843
C -5.186 -0.438 -1.227 -0.455
C -4.412 -0.528 -0.024 0.759
C -3.068 -0.782 -0.068 -0.493
C -5.109 -0.393 1.220 -0.104
C -6.464 -0.243 1.253 -0.942
H -7.129 -0.272 -2.085 0.485
H -4.673 -0.515 -2.173 0.479
H -2.587 -0.939 -1.020 0.330
H -2.494 -0.925 0.833 0.131
H -4.545 -0.438 2.141 0.496
H -6.987 -0.152 2.193 0.471
```



2.
This record from OMol25 describes a molecular structure, C36H32LuN6O9S3. The level of theory is wB97M-V/def2-TZVPD.

As for the gap between HOMO and LUMO: 7.1 eV. For the LUMO energy, the calculation gives 0.07703 hartree. The total charge is -1. The spin multiplicity is 1. The maximum force comes out at 1.0 eV/A. For the total energy, the calculation gives -4827.1410 a.u. Its highest occupied orbital energy is -5.0 eV.

Geometry as XYZ:
```
87
Properties=species:S:1:pos:R:3:mulliken_charge:R:1
Lu 0.141 0.853 0.180 1.838
C 1.477 1.284 -3.742 -1.598
C 1.329 -0.123 -3.205 2.136
N 0.314 -1.200 -1.162 0.722
N -0.734 -2.108 -0.840 -0.807
C -0.663 -2.385 0.420 0.170
S 0.465 -1.740 1.563 -0.441
S -1.921 -3.542 0.979 -0.154
C -0.854 -4.975 1.298 -0.755
C -0.759 -5.989 0.180 0.580
C -0.720 -5.600 -1.158 -0.057
C -0.587 -6.550 -2.159 -0.763
C -0.496 -7.899 -1.845 -0.378
C -0.540 -8.294 -0.517 -0.510
C -0.670 -7.343 0.486 -0.594
C 2.616 -0.631 -2.638 -0.504
C 3.480 -1.455 -3.345 -0.421
C 4.708 -1.829 -2.821 -0.972
C 5.066 -1.356 -1.562 -0.551
C 4.221 -0.535 -0.840 -1.153
C 2.969 -0.139 -1.352 -0.433
O 2.169 0.625 -0.653 0.132
H 0.590 1.663 -4.244 0.399
H 2.296 1.286 -4.463 0.338
H 1.727 1.966 -2.929 0.279
H -1.223 -5.455 2.205 0.457
H 0.136 -4.583 1.543 0.259
H -0.806 -4.549 -1.404 0.437
H -0.558 -6.233 -3.194 0.382
H -0.395 -8.638 -2.631 0.359
H -0.477 -9.344 -0.258 0.358
H -0.708 -7.656 1.523 0.327
H 3.176 -1.806 -4.327 0.421
H 5.373 -2.475 -3.379 0.387
H 6.020 -1.639 -1.132 0.403
H 4.495 -0.177 0.144 0.435
O -2.381 0.889 0.109 -0.418
C -3.378 0.505 -0.833 -0.803
C -3.685 1.541 -1.908 -0.755
C -2.475 2.072 -2.692 -0.974
C -1.534 0.974 -3.098 0.782
C -1.550 0.368 -4.413 -1.266
C -0.740 -0.675 -4.694 -1.099
C 0.338 -1.100 -3.821 -0.936
C 0.151 -0.483 -2.374 -0.253
N -0.818 0.486 -2.153 0.870
H -2.486 1.811 0.409 0.181
H -4.300 0.279 -0.287 0.314
H -3.022 -0.426 -1.271 0.372
H -4.207 2.391 -1.459 0.386
H -4.399 1.072 -2.593 0.462
H -1.902 2.765 -2.072 -0.101
H -2.819 2.621 -3.570 0.602
H -2.336 0.660 -5.098 0.510
H -0.950 -1.279 -5.571 0.408
H 0.654 -2.135 -3.872 0.716
H 1.225 -1.638 -1.050 0.699
O 2.202 6.610 2.788 -0.503
C 2.442 5.873 1.656 0.491
O 2.853 6.413 0.677 -0.500
C 2.179 4.427 1.825 0.374
C 2.267 3.734 3.025 -0.855
N 1.927 2.465 2.784 -0.155
N 1.594 2.291 1.503 0.309
C 1.754 3.450 0.893 0.390
C 1.322 3.505 -0.569 -0.077
O 1.951 4.157 -1.373 -0.730
O 0.272 2.782 -0.772 -0.424
H 1.710 6.071 3.417 0.338
H 2.580 4.046 4.009 0.543
H 1.747 1.703 3.441 0.262
O -1.598 3.066 1.486 -0.879
C -1.394 2.399 2.504 0.841
N -0.862 1.160 2.486 0.051
S -0.698 0.541 3.982 0.862
O 0.710 0.473 4.336 -0.834
O -1.496 -0.619 4.230 -0.643
C -1.421 1.921 4.823 0.224
C -1.674 2.092 6.171 -0.784
C -2.257 3.293 6.554 -0.493
C -2.576 4.272 5.613 -0.599
C -2.326 4.072 4.262 -0.486
C -1.744 2.873 3.885 0.030
H -1.430 1.324 6.892 0.470
H -2.472 3.473 7.600 0.400
H -3.030 5.197 5.946 0.411
H -2.573 4.812 3.513 0.544
```



3.
This record from OMol25 describes a molecular structure, C36H32N4O3S3W. The level of theory is wB97M-V/def2-TZVPD.

As for the gap between HOMO and LUMO: 5.9 eV. For the LUMO energy, the calculation gives -0.48609 hartree. The total charge is +4. The spin multiplicity is 1. The maximum force comes out at 0.3 eV/A. For the total energy, the calculation gives -3096.1054 a.u. Its highest occupied orbital energy is -19.1 eV.

Geometry as XYZ:
```
79
Properties=species:S:1:pos:R:3:mulliken_charge:R:1
W 0.993 0.003 0.269 1.410
O 0.762 -1.249 -1.069 0.079
C 0.451 -1.380 -2.390 0.318
C 0.303 -2.627 -2.951 -0.670
C -0.037 -2.708 -4.299 -0.689
C -0.234 -1.563 -5.071 -0.985
C -0.082 -0.318 -4.496 -1.430
C 0.273 -0.205 -3.139 1.088
C 0.443 1.087 -2.567 -0.400
N 0.814 1.381 -1.353 0.707
C 0.840 2.805 -0.969 -0.569
C 1.885 2.940 0.109 -0.867
N 1.607 1.845 1.065 -0.096
C 1.829 2.138 2.340 0.000
C 1.525 1.361 3.465 0.654
C 1.866 1.795 4.767 -1.058
C 1.452 1.066 5.853 -0.908
C 0.670 -0.083 5.664 -0.675
C 0.302 -0.525 4.400 -0.717
C 0.749 0.192 3.309 0.485
O 0.412 -0.140 2.053 -0.074
H 0.450 -3.518 -2.357 0.615
H -0.148 -3.684 -4.755 0.523
H -0.497 -1.653 -6.115 0.540
H -0.225 0.578 -5.088 0.558
H 0.257 1.928 -3.235 0.580
H -0.139 3.077 -0.564 -0.049
H 1.045 3.436 -1.834 0.681
H 1.808 3.904 0.610 0.808
H 2.894 2.839 -0.288 0.051
H 2.283 3.109 2.530 0.605
H 2.448 2.700 4.896 0.520
H 1.708 1.381 6.855 0.492
H 0.333 -0.637 6.532 0.517
H -0.333 -1.391 4.270 0.578
C 0.419 -3.254 1.770 -0.550
C 1.777 -2.645 1.857 0.408
N 2.198 -1.572 1.189 0.519
C 3.539 -1.315 1.410 -0.656
C 4.129 -2.167 2.277 -0.326
S 3.004 -3.344 2.786 -0.019
C 4.093 -0.316 0.520 -0.288
C 5.389 0.008 0.334 -0.307
S 5.551 0.882 -1.113 -0.039
C 3.882 0.813 -1.402 0.347
N 3.200 0.188 -0.432 0.201
C 3.439 1.380 -2.716 -0.995
H -0.339 -2.514 1.529 -0.359
H 0.145 -3.730 2.711 0.533
H 0.416 -4.029 1.001 0.367
H 5.161 -2.202 2.592 0.511
H 6.243 -0.291 0.921 0.525
H 4.322 1.593 -3.316 0.721
H 2.895 2.317 -2.619 0.146
H 2.847 0.654 -3.270 0.181
O -0.948 0.291 0.165 -0.108
S -2.105 0.711 -0.887 0.324
C -3.336 1.459 0.080 0.956
C -3.494 2.837 -0.102 -0.410
C -4.497 3.486 0.595 -0.876
C -5.315 2.763 1.455 -0.470
C -5.147 1.387 1.627 -0.819
C -4.160 0.719 0.933 -0.364
C -2.795 -0.836 -1.403 0.599
C -3.646 -0.744 -2.501 -0.702
C -4.257 -1.901 -2.958 -0.817
C -4.008 -3.116 -2.329 -0.718
C -3.151 -3.184 -1.238 -0.665
C -2.532 -2.036 -0.763 -0.128
H -2.869 3.381 -0.801 0.445
H -4.655 4.547 0.456 0.455
H -6.108 3.270 1.989 0.462
H -5.807 0.842 2.288 0.464
H -4.044 -0.354 1.025 0.452
H -3.850 0.207 -2.982 0.480
H -4.933 -1.852 -3.801 0.517
H -4.495 -4.013 -2.686 0.490
H -2.980 -4.131 -0.743 0.510
H -1.887 -2.074 0.102 0.386
```